No. 1
The following is a quantum chemistry calculation of a structure of composition C23H27ClN2O6 in a non-equilibrium geometry, from the Open Molecules 2025 dataset.

Computed properties:
Strongest force on any atom (eV/A): 16.11
Orbital gap (eV): 7.9
LUMO energy (eV): 0.1
Relative energy (zero: lowest compared OMol25 entry of this formula, charge and spin) (kcal per mole): 484.6

Geometry as XYZ:
```
59
Properties=species:S:1:pos:R:3:forces:R:3
C -1.79341 -2.12181 1.75723 2.1080 1.8842 -6.8086
H -2.18927 -2.36118 2.61420 -2.7191 -0.3862 4.8267
O -2.08360 -0.76988 1.15042 -3.9915 -2.1647 0.9558
C -3.52217 -0.64866 0.96035 -2.2614 -1.2990 -1.3496
C -4.56811 -1.72065 0.98480 1.0751 7.9788 -0.2515
C -5.96739 -1.26840 0.95328 8.7698 3.8736 -1.9489
C -6.29925 -0.01612 0.67911 7.6889 3.3448 -2.2361
C -5.23205 1.08229 0.23377 0.8488 -12.1985 3.6352
C -3.95000 0.72592 0.50025 3.6089 -2.3513 1.3829
N -2.77958 1.52831 0.45720 -0.9768 3.8056 -0.8443
C -2.81360 3.00158 -0.08011 0.0962 -5.8556 -1.5269
O -3.79526 3.56839 -0.56323 2.8068 -0.8149 1.9710
C -1.28098 3.11842 -0.34286 -2.8563 10.3889 1.4322
H -1.08065 4.14352 0.56903 -0.3879 -2.5165 -2.6911
H -1.19349 3.72465 -1.35227 0.4615 -1.7958 1.8606
O -0.42999 2.22359 0.09597 2.4410 -3.8701 -1.5525
C -0.11590 1.27356 -1.02530 -4.9267 7.9868 -2.4694
O -0.64897 1.54912 -2.08657 1.0394 -1.5395 1.8368
C 0.76795 0.32730 -0.70649 -0.0733 -6.1175 5.9812
N 1.69586 0.68168 0.36817 -1.9784 4.9671 -11.1476
C 2.51821 1.68844 -0.11686 4.3367 -4.4905 13.4332
O 2.35938 2.48268 -0.84630 -2.1659 7.5260 -9.8585
C 3.57559 1.90052 1.15289 -0.4076 -3.0618 1.6526
C 4.92421 1.65796 0.66446 -1.5237 1.3526 -10.6514
C 5.18168 0.35106 -0.15830 -5.5222 -2.0901 14.9923
C 4.92960 -0.75516 0.92253 -0.5266 -0.8428 -4.7078
C 4.29148 -0.57995 2.26313 1.3595 6.8505 0.8444
H 5.11062 0.18061 2.86337 -1.6862 -2.7488 -0.8148
H 3.76900 -1.29076 2.88886 0.7319 -0.7548 -0.3109
C 3.22328 0.63750 2.14777 -0.8521 0.8088 -2.6788
C 1.98652 0.12722 1.40103 -0.5923 -9.2499 9.6486
O 1.29670 -0.92443 1.76536 2.3197 3.1590 -0.5751
H 2.93618 1.10932 3.07669 -0.0891 -0.5887 0.4956
H 4.93343 -1.95229 0.67653 0.5602 3.1132 0.0037
H 5.55658 -0.09317 -0.88972 3.4115 -2.3190 -7.0645
H 5.13547 2.48566 -0.32073 -0.9105 -1.5045 2.5193
H 5.75941 1.88718 1.07211 5.0792 1.3513 4.2134
H 3.51119 2.79999 1.81227 -0.3260 -0.2910 -1.3025
C 1.16603 -0.53828 -1.82539 2.4858 -1.8400 1.2072
H 0.95693 0.15184 -2.64767 0.8434 -1.0940 -0.9085
H 2.32928 -0.85363 -1.53549 -2.8042 0.9297 -1.5188
C 0.31098 -1.84169 -1.79307 1.8227 4.4158 -13.3148
C -1.12638 -1.73533 -2.31137 2.8339 -2.5296 -6.7549
H -1.56430 -2.78292 -2.52810 0.4563 1.9661 0.5810
H -1.24315 -0.98339 -3.27888 0.4678 -2.1314 2.5663
H -1.39118 -1.29107 -1.51975 -4.5866 3.3720 5.7164
C 1.19320 -2.80943 -3.11979 -5.1760 3.1599 1.1804
H 1.17222 -2.29364 -4.05738 -0.9946 1.0331 -0.7099
H 2.18871 -2.78778 -3.05039 3.9165 -1.4391 1.5120
H 0.48907 -3.59511 -3.24636 0.5366 -1.5405 0.1475
H 0.56469 -2.44597 -1.15354 1.7970 -5.8135 7.7145
H 0.02336 -0.36257 -0.08249 0.9836 0.9971 -0.5946
H -1.75751 1.22113 0.67249 -3.4410 0.2622 -0.1170
H -5.37163 1.98469 0.14623 -2.5143 9.1019 -1.4517
Cl -7.73294 0.49101 0.33450 -6.6011 1.7009 -0.6769
H -6.65725 -1.81147 1.22968 -6.6715 -6.0623 2.3928
H -4.39832 -2.61823 1.36303 1.0082 -3.9640 1.3138
H -2.12884 -2.90780 1.00020 0.9177 0.9458 0.8108
H -0.74166 -1.94431 1.86150 0.7508 -1.0094 0.0094
```
Positions in Å, forces in eV/Å.

No. 2
The following is a quantum chemistry calculation of a cluster of 2 separate species, C53H63F2N2 in total in a non-equilibrium geometry, from the Open Molecules 2025 dataset.

Computed properties:
Strongest force on any atom (eV/A): 2.39
Orbital gap (eV): 2.7
Net charge: +1
LUMO energy (eV): -6.0
Relative energy (zero: lowest compared OMol25 entry of this formula, charge and spin) (kcal per mole): 4.9

Geometry as XYZ:
```
120
Properties=species:S:1:pos:R:3:forces:R:3
F 9.13631 2.43002 3.83549 -1.2956 0.8181 -0.1233
C 8.01544 3.22083 3.73460 0.8510 -0.5198 -0.3126
C 7.88524 4.29451 4.61561 -0.6628 -0.0183 -0.3568
C 6.79167 5.15776 4.43830 0.1872 -0.0940 0.0206
C 5.84438 4.91589 3.45068 -0.3679 -0.4152 -0.1536
C 5.91687 3.74672 2.64161 1.0759 0.1717 0.3661
C 4.83305 3.35419 1.79854 -0.6649 -0.2728 -0.0334
C 4.75251 2.12694 1.14723 -0.3144 -0.6970 0.7638
C 3.84263 1.81692 0.13689 1.2650 1.3527 -0.0880
C 4.30837 1.02669 -0.97848 0.5322 -1.0735 -0.6712
C 4.95842 -0.21758 -0.78461 -0.0816 0.3807 -0.1581
C 5.45428 -0.87975 -1.89835 0.5069 -0.7098 0.0281
F 6.08662 -2.08850 -1.72128 -0.7134 1.3065 -0.1410
C 5.37178 -0.36106 -3.19373 -0.4175 0.1587 0.3050
C 4.74501 0.87840 -3.37791 0.4289 0.0368 0.2821
C 4.26333 1.58329 -2.28358 -0.3367 0.1150 0.6507
C 7.09449 2.94860 2.73365 -0.1540 0.0793 0.4199
H 8.60543 4.44584 5.41475 -0.0396 -0.0122 -0.2354
H 6.68784 6.02257 5.09553 0.0134 -0.2653 -0.2550
H 4.99405 5.58775 3.31987 0.2271 -0.1839 0.1455
H 4.01625 4.06697 1.66610 0.1654 -0.0721 -0.0586
H 5.48086 1.35158 1.40680 0.1330 0.4625 -0.5128
H 2.91139 2.37480 0.03648 0.1946 0.1950 -0.1066
H 5.06583 -0.62796 0.22010 -0.0887 -0.1368 -0.3838
H 5.78282 -0.90894 -4.03788 -0.0820 0.0060 0.2456
H 4.66943 1.32487 -4.37128 0.1202 -0.1964 0.3171
H 3.91189 2.61516 -2.38389 -0.0903 -0.5811 -0.1623
H 7.27307 2.13965 2.02730 0.0702 0.1329 0.3529
C 1.21572 0.53266 -2.05255 0.1812 -0.6450 0.0426
C 0.31203 1.56040 -2.70380 0.2614 -0.0557 0.7313
C 1.17126 2.57679 -3.47180 -0.0244 0.1962 -0.1332
C -0.60174 0.91150 -3.74096 -0.4179 0.0173 0.0410
C -0.47935 2.29598 -1.58785 0.4341 -0.2327 -0.0129
C 0.09393 3.48322 -1.10086 -0.3360 0.3414 -0.3347
C -0.73972 4.57029 -0.84706 -0.2375 -0.4152 -0.0411
C -2.10584 4.31537 -0.83937 0.1528 0.5517 0.3427
C -2.58130 3.01115 -0.63579 0.0020 -0.2025 0.0684
C -3.93454 2.93894 0.11401 0.0658 0.1650 -0.3744
C -4.09647 1.67219 0.93359 -0.1631 -0.4342 -0.0645
C -5.05987 3.11857 -0.90996 -0.2959 -0.0008 -0.1125
C -4.02583 4.08043 1.13897 -0.0422 0.3125 0.1328
C -1.76218 1.94102 -1.08589 -0.1887 0.1566 0.1571
N -2.17728 0.55414 -1.01713 -0.3973 0.5560 -0.8376
C -3.34556 0.02422 -1.72734 0.1898 0.8162 -0.6133
C -3.56691 -1.32509 -1.10605 -0.0966 -0.9233 0.5617
N -2.33305 -1.59817 -0.34826 0.0021 0.0445 -0.4414
C -2.08223 -2.96455 0.09750 -0.3259 -0.2459 -0.1261
C -1.64717 -3.94390 -0.85139 -0.1700 0.0738 -0.2461
C -1.28049 -3.75612 -2.36045 -0.1559 -0.1325 0.3346
C -0.13131 -4.69980 -2.75928 0.1987 -0.2133 -0.0559
C -0.79573 -2.36758 -2.71528 -0.1395 0.4994 -0.2945
C -2.51226 -4.14152 -3.19541 -0.1363 -0.0358 -0.1014
C -1.62349 -5.28368 -0.46670 0.2790 -0.2352 0.2092
C -1.78854 -5.66839 0.85120 -0.0321 0.1197 0.0170
C -2.18402 -4.71800 1.77258 0.0740 -0.2066 -0.0625
C -2.45659 -3.39741 1.40267 -0.1986 0.1406 0.1457
C -3.29980 -2.62088 2.46134 0.4315 -0.0712 -0.0979
C -2.84191 -2.95669 3.88834 0.0450 -0.1973 0.2209
C -4.77060 -3.04460 2.29023 -0.0292 -0.1109 -0.1348
C -3.17943 -1.12304 2.32518 -0.1356 0.5583 -0.0565
C -1.56019 -0.44506 -0.27978 1.5380 0.2456 1.8177
C -0.43414 -0.17097 0.49201 -1.7770 -0.1509 -1.2052
C 0.20588 -1.11849 1.37332 0.8295 -0.2618 0.7117
C 0.75247 -2.34374 0.91354 -0.3661 0.6791 0.4082
C 1.15306 -3.30184 1.83755 0.0855 -0.0170 0.1443
C 1.09196 -3.03120 3.21049 0.0453 -0.0463 -0.2033
C 0.70177 -1.76530 3.66274 0.3816 0.0945 -0.1135
C 0.30943 -0.78850 2.75147 0.1049 -0.5888 -0.4296
H 0.62150 -0.19615 -1.49107 0.3023 0.1638 -0.2656
H 1.83201 0.00743 -2.79644 -0.0193 0.1250 0.1130
H 1.87713 1.01376 -1.32216 -0.2573 -0.1359 -0.2164
H 0.54341 3.40607 -3.82578 0.2451 -0.1419 0.0462
H 1.98639 2.98925 -2.86627 -0.2978 -0.0260 -0.1758
H 1.62415 2.09130 -4.34518 -0.0745 0.0071 0.1166
H -1.07467 1.68422 -4.36382 0.0960 -0.2096 0.0937
H -0.01817 0.23994 -4.38620 -0.1213 0.2175 0.1060
H -1.39505 0.32976 -3.27132 0.3080 0.0640 -0.1937
H 1.17646 3.61067 -1.03952 -0.2658 0.0602 -0.5915
H -0.34999 5.58224 -0.70225 -0.1281 -0.4039 -0.0773
H -2.80425 5.15422 -0.87024 0.2713 -0.2992 0.4309
H -3.28382 1.57628 1.66473 -0.1386 -0.0701 -0.1828
H -5.05081 1.69407 1.47793 0.2221 0.1138 -0.0573
H -4.11709 0.78134 0.31086 -0.0199 0.1767 0.2937
H -5.03637 4.13509 -1.32306 -0.0359 -0.1876 0.0540
H -4.97431 2.42508 -1.75506 -0.0683 0.1737 0.1965
H -6.03594 2.96311 -0.43379 0.1154 0.0743 -0.0974
H -4.03576 5.06760 0.66891 -0.0242 -0.1521 0.1728
H -4.95040 3.99021 1.72006 0.0847 -0.0649 -0.1275
H -3.18683 4.03868 1.84342 -0.1007 0.0306 -0.1271
H -4.20520 0.69305 -1.63743 0.1429 -0.2433 0.0885
H -3.14729 -0.06668 -2.80578 -0.0160 0.0261 0.1536
H -4.43598 -1.33798 -0.42901 0.1472 0.0165 -0.1128
H -3.73016 -2.10568 -1.85536 -0.0108 0.2365 0.1783
H -0.45004 -5.74473 -2.83419 0.1569 0.2030 0.0041
H 0.26050 -4.41401 -3.74390 -0.1545 -0.0120 0.1420
H 0.69809 -4.63490 -2.04440 -0.1373 -0.0501 -0.0809
H -1.51612 -1.60859 -2.42833 0.2253 -0.0315 -0.1572
H 0.16169 -2.14469 -2.23095 -0.1871 0.0001 -0.0751
H -0.65853 -2.27838 -3.80277 0.0701 -0.1373 0.2198
H -3.35912 -3.47006 -3.01932 0.1605 -0.1603 -0.1057
H -2.28083 -4.11735 -4.26819 0.0112 0.0108 0.1746
H -2.84103 -5.15620 -2.93901 0.0524 0.1906 -0.0826
H -1.43718 -6.06144 -1.20785 0.0878 0.3287 0.2810
H -1.63138 -6.70248 1.15684 -0.1279 0.2167 -0.1115
H -2.33489 -5.04125 2.80058 -0.0602 0.1490 -0.3462
H -1.75770 -2.81993 3.98497 -0.2272 -0.0856 0.0159
H -3.33182 -2.28510 4.60555 0.0387 -0.1191 -0.2031
H -3.10688 -3.97936 4.17906 0.1004 0.2257 0.0507
H -5.12513 -2.83551 1.27097 0.0656 -0.0507 0.2090
H -4.88705 -4.12091 2.47412 0.0010 0.2185 -0.0619
H -5.42003 -2.50395 2.99165 0.1872 -0.0594 -0.0849
H -3.65169 -0.78861 1.40751 0.0278 0.0596 0.2049
H -3.68675 -0.62295 3.16135 0.0614 -0.1191 -0.1273
H -2.13284 -0.80266 2.31185 -0.3274 -0.0137 0.0567
H -0.17771 0.88154 0.56388 0.0367 -0.1365 -0.0337
H 0.84551 -2.49852 -0.16768 -0.2066 -0.1193 0.5018
H 1.51069 -4.26911 1.47854 -0.0560 0.2455 0.1873
H 1.39160 -3.80126 3.92137 -0.1027 0.2091 -0.1427
H 0.72931 -1.53142 4.72920 -0.0168 -0.1153 -0.2851
H 0.05113 0.22645 3.08060 -0.1338 -0.5120 -0.1074
```
Positions in Å, forces in eV/Å.

No. 3
The following is a quantum chemistry calculation of a structure of composition C38H51Cl3LuN2O3PSi in a non-equilibrium geometry, from the Open Molecules 2025 dataset.

Computed properties:
Strongest force on any atom (eV/A): 1.98
Orbital gap (eV): 7.8
LUMO energy (eV): 0.3
Relative energy (zero: lowest compared OMol25 entry of this formula, charge and spin) (kcal per mole): 9.3

Geometry as XYZ:
```
100
Properties=species:S:1:pos:R:3:forces:R:3
C 1.68123 -0.79662 -4.90105 0.0742 -0.4539 -0.0825
C 1.21502 0.59046 -4.61890 -0.5835 0.6194 -0.3178
H 1.76130 -1.01426 -5.96955 -0.0608 -0.0082 0.1657
H 1.01584 -1.52752 -4.42089 0.1408 0.0738 -0.1504
H 2.66828 -0.94838 -4.44248 -0.1786 -0.0013 -0.1302
C 0.58876 1.38167 -5.50580 0.7514 -0.2050 0.7030
C 0.24762 0.99376 -6.89993 -0.2479 -0.0989 -0.5034
H 0.37406 2.41111 -5.22667 -0.0866 -0.1888 0.0044
H -0.03632 -0.06232 -6.97778 0.0928 0.1940 -0.0419
H 1.07719 1.17778 -7.59431 -0.0961 -0.0528 0.0539
H -0.59784 1.59430 -7.25130 0.0758 -0.1180 -0.0589
Lu 0.18099 -0.01026 -0.37700 0.5797 -0.5419 0.1477
Cl 2.59038 0.20200 0.37297 0.0784 0.1936 -0.1325
Cl -0.37267 -2.28633 0.34303 -0.1211 -0.2834 -0.1651
C 0.61340 2.95190 0.48257 -0.7400 -0.8869 -0.2557
O -0.21164 1.98861 0.40789 1.0626 1.6479 0.2370
N 0.25282 4.14145 0.92526 -0.1883 -0.0848 0.1380
C -1.07748 4.29706 1.51224 -0.0396 0.2150 -0.0580
C 1.13032 5.30514 0.85814 0.0221 -0.2212 0.1609
H 1.66137 2.81026 0.18232 -0.2205 0.1318 -0.0315
H -1.67920 3.41914 1.25615 0.1567 0.3225 0.0944
H -1.53483 5.20932 1.11227 0.0149 -0.1833 0.0959
H -0.99305 4.37211 2.60636 -0.0321 0.0011 -0.2934
H 2.10863 4.98184 0.48545 -0.2240 0.1698 0.0675
H 1.23969 5.74001 1.86018 0.0124 -0.0635 -0.2286
H 0.70705 6.05724 0.17532 0.1438 -0.2627 0.2003
H -1.21023 -0.65132 -3.94847 -0.2286 -0.0754 0.2711
H -2.60160 1.83791 -4.54398 -0.1295 -0.1910 0.1025
C -2.13123 -0.80858 -3.36911 0.3286 -0.0206 -0.2084
C -3.32669 1.30803 -3.90925 0.1844 0.1509 0.0773
N -2.64331 0.48578 -2.91525 -0.5807 0.0492 0.6304
H -1.91524 -1.45918 -2.51482 -0.0320 0.2252 -0.1961
C -2.61740 0.86754 -1.63229 0.7515 -0.9485 0.0636
O -2.05139 0.21769 -0.71187 -0.9750 1.0171 -1.2174
H -3.94590 2.04571 -3.39035 0.0463 -0.0835 -0.1884
H -3.12251 1.83467 -1.43920 0.1552 -0.3855 0.0436
H -2.88382 -1.27111 -4.02037 0.0663 0.0794 0.2462
H -3.95735 0.67740 -4.54559 0.0876 0.1359 0.1937
O 0.57135 0.16051 -2.39191 -0.5918 0.1386 0.3928
C 1.40799 0.95831 -3.16255 0.3737 0.1894 0.4590
C -0.08063 2.98237 -2.87792 0.0516 0.1790 -0.0054
C 1.20742 2.45011 -2.87918 0.3341 -0.6994 -0.2248
H -0.92544 2.29194 -2.98021 0.4005 0.3816 -0.0089
C -0.25903 4.36309 -2.80070 0.0033 -0.1821 0.1849
H 2.44216 0.67387 -2.89331 0.0294 0.4325 -0.1074
C 2.32088 3.27453 -2.71504 -0.2814 0.1680 -0.1404
H -1.26760 4.77384 -2.85864 0.2496 0.0234 0.0710
C 0.85072 5.20112 -2.66741 0.0184 0.1143 -0.0825
C 2.13852 4.65582 -2.62112 -0.0049 0.0920 0.1207
H 3.31627 2.81695 -2.69700 -0.3545 0.2726 -0.0097
H 0.70531 6.28739 -2.61847 0.1190 -0.4575 -0.0276
H 3.00577 5.31397 -2.52408 -0.2793 -0.1779 -0.0031
Si 0.56418 -5.15514 -0.93531 -0.1317 0.2310 0.4415
Cl 0.71206 -3.58977 -2.37040 0.0095 -0.7749 0.0028
C -1.17123 -5.24239 -0.18689 -0.2797 -0.1120 -0.3877
C 1.83029 -4.83465 0.42615 0.1295 -0.1741 0.0537
C 0.98273 -6.77053 -1.80511 -0.0629 -0.0309 -0.0642
H -1.65342 -4.25843 -0.11569 0.2145 -0.4373 -0.1068
H -1.13378 -5.64628 0.83631 0.1244 0.0238 -0.2645
H -1.82081 -5.89765 -0.78686 0.1582 0.0686 0.1421
H 0.21515 -7.02692 -2.55209 0.2972 0.0773 0.1607
H 1.02906 -7.59759 -1.07335 -0.0481 0.3446 -0.1975
H 1.96358 -6.70636 -2.29969 -0.3048 -0.0174 0.0844
H 2.31042 -3.85566 0.31328 -0.1279 -0.1858 -0.0078
H 2.62118 -5.60299 0.40279 -0.2289 0.2030 -0.0028
H 1.34567 -4.87232 1.42083 0.1929 0.0329 -0.4904
C -0.70030 3.07161 5.72426 -0.0123 0.0157 -0.0894
C 0.34287 3.13316 4.78890 -0.1090 -0.1205 0.1683
C 0.57094 2.05928 3.93589 -0.4414 -0.2715 0.1962
C -0.26448 0.92687 4.00994 -0.0149 0.1361 0.3593
C -1.30140 0.86404 4.94954 0.3641 0.3127 -0.0374
C -1.51154 1.93710 5.81043 0.0616 0.1794 -0.0664
P 0.02793 -0.42193 2.84013 -0.0835 0.1352 -0.5729
C 1.43164 -1.32606 3.57176 0.2607 -0.0109 0.1555
C 1.96192 -2.37762 2.80657 -0.0117 0.2454 0.1366
C 3.08021 -3.07557 3.23764 0.0173 0.1519 0.4032
C 3.67880 -2.73254 4.45634 -0.2091 0.2130 -0.0139
C 3.15523 -1.68319 5.22406 0.0312 -0.0665 -0.1663
C 2.04620 -0.95709 4.77889 -0.1013 -0.4591 -0.2712
C -1.43751 -1.49221 3.05116 -0.1067 -0.3279 0.2156
C -1.32745 -2.81102 3.52043 -0.3175 0.4522 -0.1116
C -2.43890 -3.65227 3.45898 -0.0495 0.1473 0.0532
C -3.66436 -3.16549 2.99507 0.1945 -0.0585 -0.0029
C -3.77590 -1.84645 2.54017 0.0846 -0.1254 0.1662
C -2.66278 -1.01726 2.54190 0.4391 -0.3896 0.2782
H -0.88270 3.91771 6.38644 0.0697 -0.1999 -0.1254
H 0.98902 4.01047 4.73092 -0.1925 -0.1745 0.1002
H 1.40309 2.07100 3.22731 -0.2433 -0.0034 0.1178
H -1.92442 -0.02908 5.01127 0.1733 0.3021 -0.0048
H -2.31663 1.87438 6.54325 0.2320 0.1450 -0.1322
H 1.48665 -2.62307 1.85933 0.1914 0.0760 0.3076
H 3.47416 -3.88165 2.62045 -0.0142 0.1671 0.1863
H 4.55989 -3.27440 4.80013 -0.2261 0.1333 -0.0350
H 3.60720 -1.41979 6.18103 -0.0199 -0.0902 -0.2707
H 1.64736 -0.12820 5.37031 0.1753 -0.3224 -0.1704
H -0.37341 -3.17463 3.91512 -0.3764 0.1131 -0.2179
H -2.33165 -4.69006 3.78321 -0.1726 0.3103 -0.0667
H -4.53174 -3.82392 2.98313 0.1664 0.1530 -0.0476
H -4.72918 -1.46292 2.17985 0.1654 -0.1582 0.0326
H -2.72183 -0.01032 2.12586 0.0050 -0.2012 0.1069
```
Positions in Å, forces in eV/Å.